{
  "formula": "C34H76Cl3N5NaO4",
  "method": "the ωB97M-V functional and the def2-TZVPD basis",
  "homo_lumo_gap_ev": 2.06,
  "de_lowest_kcal_mol": 295.5,
  "e_tot_ha": -3457.696891,
  "total_charge": 1,
  "elements": ["C", "C", "C", "C", "C", "C", "C", "C", "C", "C", "C", "N", "N", "C", "N", "C", "N", "C", "C", "C", "C", "O", "C", "C", "C", "H", "H", "H", "H", "H", "H", "H", "H", "H", "H", "H", "H", "H", "H", "H", "H", "H", "H", "H", "H", "H", "H", "H", "H", "H", "H", "H", "H", "H", "H", "H", "H", "H", "H", "H", "H", "H", "H", "H", "H", "H", "C", "C", "O", "H", "H", "H", "H", "H", "C", "N", "C", "C", "C", "C", "O", "H", "H", "H", "H", "H", "H", "H", "H", "H", "H", "H", "H", "H", "H", "C", "C", "C", "C", "C", "C", "H", "H", "H", "H", "H", "H", "H", "H", "H", "H", "H", "H", "H", "H", "C", "Cl", "Cl", "Cl", "H", "O", "H", "Na"],
  "coordinates": [[-9.60891, 1.14405, 5.05757], [-8.00828, 1.24059, 4.71559], [-7.62585, 0.16645, 3.50328], [-5.99301, 0.31222, 3.19144], [-5.68887, -0.36089, 1.70696], [-4.39123, -1.38989, 1.71140], [-3.03123, -0.49396, 1.90013], [-2.04536, -0.49138, 0.54979], [-0.76572, 0.45883, 0.93778], [0.58980, 0.17804, 0.02806], [1.27062, 1.62729, -0.45598], [2.54726, 1.34147, -1.20188], [3.40174, 0.25548, -0.90943], [4.68808, 0.09925, -1.70382], [4.54720, 1.31367, -2.61727], [3.24268, 2.08084, -2.31626], [2.81119, 3.24413, -2.96656], [3.81962, 3.74656, -4.02239], [3.23160, 4.92303, -4.99468], [4.42451, 5.21392, -6.13131], [5.63160, 6.17380, -5.57584], [1.67540, 3.90136, -2.68744], [0.54438, 3.46562, -3.51868], [-0.82629, 4.01797, -2.73445], [-2.20040, 3.24198, -3.26840], [-10.01963, 2.10208, 5.60041], [-10.20841, 0.99123, 4.03735], [-9.82003, 0.22381, 5.75833], [-7.39038, 0.97780, 5.68254], [-7.77445, 2.34777, 4.39079], [-7.89991, -0.93653, 3.85855], [-8.28239, 0.42571, 2.54870], [-5.42775, -0.29192, 4.01972], [-5.75493, 1.47129, 3.21282], [-5.48918, 0.49091, 0.91947], [-6.62182, -0.99130, 1.37284], [-4.31825, -2.04423, 0.74377], [-4.50290, -2.04061, 2.70567], [-3.24490, 0.65836, 2.12282], [-2.33481, -0.86486, 2.78036], [-2.60895, 0.05749, -0.34363], [-1.77293, -1.56861, 0.18141], [-1.01006, 1.60010, 0.81142], [-0.49158, 0.19756, 2.06868], [1.30703, -0.45927, 0.70186], [0.25994, -0.40225, -0.96152], [0.43444, 2.17289, -1.06095], [1.52619, 2.19286, 0.55276], [3.30013, -0.48599, -0.18005], [5.55117, -0.69047, -1.65027], [4.68814, 4.25131, -3.37722], [4.22690, 2.89134, -4.70913], [2.99791, 5.94186, -4.46899], [2.32380, 4.49360, -5.63160], [3.89359, 5.60529, -7.10705], [4.84212, 4.12923, -6.40326], [6.56609, 5.47732, -5.33205], [5.91255, 6.90903, -6.47361], [5.23077, 6.74335, -4.62996], [0.49583, 3.93558, -4.58798], [0.51089, 2.27397, -3.56159], [-0.99294, 5.16378, -3.01781], [-0.72408, 3.99160, -1.56689], [-3.17129, 3.82379, -2.90549], [-2.19620, 2.17493, -2.78124], [-2.23145, 3.20921, -4.45494], [3.94028, -1.41533, 2.90147], [3.07842, -2.45668, 2.16580], [3.21076, -2.22113, 0.87048], [3.61113, -0.38950, 2.69307], [3.86404, -1.56913, 3.98424], [5.00122, -1.49793, 2.63351], [2.07662, -2.37038, 2.61469], [3.40756, -3.43174, 2.55768], [-0.55991, -2.76368, -3.75041], [-0.41754, -4.24121, -3.38427], [1.03119, -4.48390, -2.96394], [-0.72715, -5.09519, -4.60178], [-1.32834, -4.60943, -2.18076], [-2.83702, -4.46344, -2.44503], [-3.17515, -3.12314, -2.77575], [0.27481, -2.49166, -4.40576], [-1.49116, -2.61262, -4.30040], [-0.52651, -2.16905, -2.83396], [1.68504, -4.23213, -3.80446], [1.14180, -5.53985, -2.70235], [1.25273, -3.84769, -2.10318], [-1.73864, -4.87097, -4.94854], [-0.64158, -6.14768, -4.31633], [-0.00607, -4.85158, -5.38783], [-1.02374, -3.95506, -1.35799], [-1.09639, -5.64860, -1.91619], [-3.38687, -4.73596, -1.53781], [-3.16863, -5.12291, -3.25125], [-4.13606, -3.10007, -2.96702], [2.23163, -3.98244, 8.84154], [1.70610, -3.93082, 7.41504], [2.31011, -2.79202, 6.58862], [2.01022, -1.37872, 7.10123], [0.52539, -1.02914, 7.22821], [-0.21358, -1.05957, 5.89956], [1.97430, -3.07840, 9.40009], [1.79581, -4.83479, 9.37191], [3.31976, -4.09806, 8.85191], [0.61357, -3.85883, 7.42800], [1.94523, -4.88134, 6.92244], [1.95972, -2.88661, 5.55440], [3.39875, -2.92160, 6.54948], [2.48884, -0.65810, 6.42580], [2.48820, -1.23657, 8.07755], [0.44191, -0.01937, 7.64894], [0.03103, -1.69796, 7.94024], [0.23836, -0.36333, 5.18607], [-1.25878, -0.76576, 6.04321], [-0.20902, -2.05953, 5.45708], [6.10385, 6.35737, -9.97399], [4.57925, 5.51922, -9.63829], [5.82848, 8.09737, -10.16410], [7.27948, 6.05081, -8.68429], [6.51133, 5.96886, -10.91084], [3.24095, -2.67177, -4.44760], [3.59735, -2.11524, -3.77941], [-4.27189, 2.22453, 4.11862]],
  "atomic_forces_ev_per_a": [[-0.152, -0.228, -0.207], [-0.686, -0.529, -0.146], [0.158, 0.983, 0.870], [-1.426, -1.174, -0.750], [0.514, -0.468, -0.359], [-0.016, 1.276, 1.522], [1.255, -0.288, -0.750], [-0.575, 1.594, 0.182], [0.862, -0.618, -0.013], [-0.705, 0.127, -0.228], [-0.905, -1.671, 2.219], [3.107, 1.033, -3.436], [4.276, -1.636, -1.557], [-7.074, 7.071, -0.842], [-2.237, -0.934, 2.530], [1.219, -4.044, 2.408], [3.847, -3.083, -0.975], [0.494, 2.142, 0.014], [0.730, -0.579, -1.276], [-0.601, -1.155, 0.280], [-0.384, -0.581, -0.973], [-1.473, -0.100, -0.335], [-2.641, -0.591, 0.440], [-0.483, 0.894, -0.965], [0.453, 0.334, 0.469], [0.926, -1.885, -1.134], [1.257, 0.392, 2.312], [0.412, 1.787, -1.481], [-1.107, 0.561, -1.866], [-0.287, -2.147, 0.466], [0.769, 2.401, -0.841], [1.591, -0.536, 1.965], [-0.816, 1.315, -1.389], [-0.944, -2.373, -0.451], [-0.523, -1.702, 1.466], [1.684, 1.464, 0.722], [-0.258, 1.269, 1.965], [0.185, 1.025, -2.444], [0.143, -2.180, -0.466], [-1.587, 0.582, -1.685], [1.009, -1.343, 1.804], [-0.349, 2.040, 1.005], [0.054, -2.137, 0.487], [-0.522, 0.884, -2.392], [-1.025, 0.992, -1.716], [0.953, 1.104, 2.190], [2.220, -0.838, 0.764], [-0.486, -0.826, -2.256], [-1.045, -0.256, 0.656], [-2.213, 1.630, 0.047], [-1.591, -1.365, -1.623], [-0.955, 1.399, 1.746], [0.164, -2.173, -0.793], [1.743, 1.083, 1.608], [1.226, -0.531, 2.204], [-0.755, 2.431, 0.380], [-2.002, 1.812, -0.333], [-0.477, -1.476, 2.397], [1.091, -0.966, -1.872], [0.603, -0.976, 2.021], [0.240, 2.551, -0.020], [0.650, -2.422, 0.649], [-0.118, -0.206, -2.265], [2.182, -1.240, -0.725], [-0.194, 1.888, -1.261], [0.148, -0.118, 2.626], [0.047, -0.139, 1.088], [1.293, 1.355, 1.171], [-0.772, 0.365, -2.499], [-0.061, -0.106, -0.152], [0.114, 0.140, 0.265], [-0.256, -0.064, -0.134], [-0.918, 0.169, -0.029], [0.253, -0.554, -0.316], [0.244, -0.402, -0.450], [-0.318, 0.038, 0.329], [-0.380, -0.200, -0.129], [0.077, 0.381, 0.555], [-0.086, 0.426, -0.941], [0.165, -0.011, -0.053], [-0.773, 0.153, -0.069], [0.234, -0.183, 0.324], [0.114, -0.102, 0.411], [-0.031, -0.184, -0.201], [0.310, 0.503, 0.121], [-0.156, 0.123, 0.046], [0.059, -0.051, -0.234], [0.183, -0.038, 0.080], [0.020, 0.211, -0.069], [-0.079, -0.011, 0.270], [0.054, -0.099, -0.198], [-0.061, 0.269, -0.098], [0.307, -0.312, 0.050], [0.137, -0.189, 0.079], [0.852, 0.024, 0.165], [-0.122, -0.120, 0.140], [0.181, -0.004, -0.106], [-0.122, -0.037, -0.148], [0.110, -0.028, 0.121], [0.143, 0.140, 0.071], [-0.179, -0.042, -0.074], [0.063, -0.060, -0.005], [0.105, 0.107, 0.025], [-0.094, 0.052, 0.025], [0.010, 0.013, -0.031], [-0.077, 0.140, 0.002], [0.093, 0.039, 0.036], [-0.125, 0.019, -0.016], [-0.057, -0.069, 0.046], [-0.049, -0.007, -0.086], [0.022, -0.111, 0.026], [0.059, 0.007, -0.033], [0.033, -0.103, -0.011], [-0.029, -0.026, -0.046], [0.022, 0.113, -0.026], [0.082, 0.033, -0.084], [0.192, 0.055, -0.264], [0.044, -0.236, 0.000], [-0.067, -0.021, -0.293], [-0.155, 0.128, 0.336], [-1.270, -0.955, -0.833], [0.503, 0.748, 0.940], [0.560, 0.028, 0.314]]
}